No. 1
{"formula": "C21H21FN4O3", "method": "ωB97M-V/def2-TZVPD", "de_lowest_ev": 2.4758, "lumo_energy_ev": 0.175, "mol_weight_g_mol": 396.42, "smiles": "NC(=O)c1cccc(N2C(=O)C[C@@H](N3CCN(c4ccccc4F)CC3)C2=O)c1", "gap_ev": 8.2926, "spin_multiplicity": 1, "e_homo_ev": -8.12, "species": ["N", "C", "O", "C", "C", "C", "C", "C", "N", "C", "O", "C", "C", "N", "C", "C", "N", "C", "C", "C", "C", "C", "C", "F", "C", "C", "C", "O", "C", "H", "H", "H", "H", "H", "H", "H", "H", "H", "H", "H", "H", "H", "H", "H", "H", "H", "H", "H", "H", "H"], "xyz": [[-1.983, 0.516, 8.124], [-1.723, -0.204, 7.007], [-1.311, -1.333, 7.241], [-1.997, 0.250, 5.657], [-2.782, 1.405, 5.429], [-2.944, 1.880, 4.105], [-2.364, 1.213, 3.038], [-1.686, 0.001, 3.260], [-1.193, -0.748, 2.149], [-1.252, -2.091, 1.891], [-1.785, -2.870, 2.686], [-0.874, -2.450, 0.455], [-0.202, -1.175, -0.087], [-0.739, -0.869, -1.448], [-0.818, 0.547, -1.915], [0.535, 1.075, -2.426], [1.115, 0.106, -3.403], [2.175, 0.554, -4.192], [3.252, 1.311, -3.664], [4.303, 1.698, -4.451], [4.330, 1.322, -5.785], [3.306, 0.547, -6.337], [2.228, 0.207, -5.557], [1.209, -0.508, -6.142], [1.069, -1.337, -3.076], [-0.289, -1.745, -2.554], [-0.574, -0.191, 1.042], [-0.218, 0.990, 1.093], [-1.515, -0.472, 4.563], [-1.506, 0.129, 8.956], [-1.907, 1.523, 7.998], [-3.247, 1.913, 6.271], [-3.531, 2.746, 3.879], [-2.510, 1.662, 2.070], [-0.189, -3.304, 0.416], [-1.810, -2.645, -0.092], [0.895, -1.311, -0.121], [-1.528, 0.679, -2.745], [-1.224, 1.233, -1.173], [0.379, 2.068, -2.820], [1.174, 1.119, -1.583], [3.240, 1.646, -2.633], [5.104, 2.306, -4.024], [5.159, 1.611, -6.420], [3.313, 0.333, -7.416], [1.856, -1.589, -2.382], [1.291, -1.889, -4.034], [-0.252, -2.788, -2.216], [-1.035, -1.707, -3.379], [-0.943, -1.366, 4.748]], "forces_ev_per_a": [[0.2, 2.1, 0.5], [0.6, -2.9, 1.8], [0.3, -0.4, -1.1], [-1.2, 1.7, -1.4], [0.5, -0.3, -0.9], [0.4, -0.9, 1.1], [-0.1, -0.4, 0.4], [-0.3, 0.3, 0.5], [0.8, -0.2, -2.0], [-3.0, -3.1, 2.1], [1.3, 0.8, -1.2], [0.7, 0.4, 0.3], [-0.9, -0.6, -0.7], [-0.9, 1.1, 0.1], [0.5, -0.1, -0.4], [-0.4, -2.0, -0.1], [-1.5, 0.6, 0.1], [0.6, -0.2, 0.0], [-1.2, -0.3, 0.0], [0.6, 0.3, -0.5], [0.0, -0.3, -0.3], [0.4, 0.7, -0.7], [-0.3, -0.3, 0.3], [0.7, 0.5, 0.7], [0.2, 0.5, -1.7], [-0.3, 0.2, 0.4], [1.9, 4.2, 0.2], [-0.6, -1.6, -0.8], [0.4, 0.3, -0.3], [-0.6, 0.4, -0.9], [-0.2, -0.2, 0.5], [0.0, 0.0, -0.2], [-0.2, 0.4, 0.2], [0.2, -0.3, -0.3], [-0.5, 0.0, 0.2], [0.4, -0.1, 0.3], [-0.3, 0.3, 0.4], [0.0, -0.9, 0.1], [0.3, -0.3, 0.4], [0.3, 0.2, -0.6], [0.9, 0.5, 1.1], [-0.2, -0.3, 0.0], [-0.2, -0.2, -0.2], [0.0, 0.0, 0.0], [-0.1, -0.1, 0.7], [0.5, -0.2, 0.6], [-0.2, 0.5, 1.0], [0.0, 0.2, 0.0], [0.4, 0.2, 0.6], [0.0, -0.2, 0.0]], "mulliken_charge": [-0.500, 0.559, -0.641, 0.124, -0.692, -0.940, -0.359, 0.305, 0.420, 0.326, -0.628, -0.849, 1.157, 0.014, -1.415, -0.573, 0.329, -0.098, 0.029, -0.812, -0.348, -0.625, 0.384, -0.315, -0.411, -0.883, -0.430, -0.604, -0.177, 0.280, 0.223, 0.457, 0.402, 0.396, 0.346, 0.326, 0.240, 0.395, 0.399, 0.443, 0.471, 0.339, 0.375, 0.361, 0.375, 0.195, 0.423, 0.374, 0.343, 0.488]}

***

No. 2
{"formula": "C6H12O", "method": "ωB97M-V/def2-TZVPD", "de_lowest_ev": 2.9209, "lumo_energy_ev": 1.044, "mol_weight_g_mol": 100.16, "gap_ev": 9.2609, "spin_multiplicity": 1, "e_homo_ev": -8.22, "species": ["C", "C", "O", "C", "C", "C", "C", "H", "H", "H", "H", "H", "H", "H", "H", "H", "H", "H", "H"], "xyz": [[-1.286, -2.485, 1.211], [-0.744, -1.943, -0.094], [0.276, -0.925, 0.082], [-0.019, 0.049, 0.905], [1.051, 1.099, 0.756], [0.416, 2.107, -0.230], [0.693, 1.734, -1.685], [-1.715, -1.676, 1.804], [-0.494, -2.966, 1.793], [-2.061, -3.228, 0.996], [-1.539, -1.498, -0.701], [-0.249, -2.719, -0.683], [-0.664, 2.128, -0.035], [2.003, 0.725, 0.352], [1.226, 1.584, 1.722], [0.787, 3.115, -0.020], [0.106, 2.341, -2.382], [1.754, 1.878, -1.921], [0.460, 0.680, -1.869]], "forces_ev_per_a": [[0.0, 0.0, 0.1], [-0.2, -0.3, -0.1], [-0.1, 0.3, 0.3], [0.4, -0.1, -0.3], [0.0, 0.0, 0.1], [0.0, 0.1, 0.0], [0.0, 0.0, -0.1], [0.0, -0.2, -0.1], [-0.1, 0.1, -0.1], [0.1, 0.1, 0.0], [0.1, 0.0, 0.1], [-0.1, 0.1, 0.1], [0.1, 0.1, -0.1], [-0.1, 0.0, 0.1], [-0.1, -0.1, -0.1], [0.0, -0.1, 0.0], [0.1, -0.1, 0.1], [-0.1, 0.0, 0.0], [0.0, 0.2, 0.0]], "mulliken_charge": [-1.080, -0.148, -0.115, -0.526, -0.305, -0.453, -1.023, 0.349, 0.292, 0.381, 0.269, 0.264, 0.327, 0.302, 0.312, 0.312, 0.334, 0.295, 0.214]}

***

No. 3
{"formula": "C4H5NO2", "method": "ωB97M-V/def2-TZVPD", "de_lowest_ev": 3.9965, "lumo_energy_ev": [-0.960, -0.958], "mol_weight_g_mol": 99.09, "gap_ev": [8.5997, 8.6023], "spin_multiplicity": 1, "e_homo_ev": [-9.56, -9.56], "species": ["O", "C", "C", "O", "N", "C", "C", "H", "H", "H", "H", "H"], "xyz": [[-2.208, -1.458, -1.630], [-1.750, -0.353, -1.495], [-0.474, -0.042, -0.720], [0.391, 0.615, -1.331], [-0.417, -0.530, 0.504], [0.447, 0.195, 1.476], [1.566, 0.117, 0.586], [-2.185, 0.541, -1.986], [0.493, -0.417, 2.378], [0.106, 1.210, 1.699], [2.022, 0.978, 0.120], [2.009, -0.857, 0.399]], "forces_ev_per_a": [[0.2, 0.6, 0.1], [-0.2, -0.4, -0.1], [0.2, -0.1, 0.1], [-0.1, -0.1, 0.2], [-0.2, 0.1, -0.3], [0.2, 0.1, 0.1], [0.0, 0.0, 0.0], [0.0, -0.1, 0.0], [0.0, 0.1, -0.2], [0.0, -0.2, 0.0], [0.0, -0.1, 0.1], [-0.1, 0.1, 0.0]], "mulliken_charge": [-0.432, -0.079, 0.783, -0.609, -0.510, -0.270, -0.202, 0.295, 0.261, 0.238, 0.236, 0.288]}

***

No. 4
{"formula": "C2H8N2O", "method": "ωB97M-V/def2-TZVPD", "de_lowest_ev": 2.9204, "lumo_energy_ev": 0.950, "mol_weight_g_mol": 76.10, "smiles": "[H]/N=C/NC.O", "gap_ev": 10.1642, "spin_multiplicity": 1, "e_homo_ev": -9.21, "species": ["H", "N", "C", "N", "C", "H", "H", "H", "H", "H", "O", "H", "H"], "xyz": [[-0.225, -2.103, 1.599], [0.005, -1.565, 0.630], [-0.521, -0.446, 0.470], [-0.419, 0.239, -0.716], [-1.202, 1.504, -0.793], [-1.056, 0.048, 1.419], [-0.159, -0.260, -1.481], [-2.199, 1.437, -0.242], [-0.794, 2.334, -0.260], [-1.525, 2.176, -1.581], [2.937, -0.804, 0.291], [2.262, -0.969, -0.263], [2.896, -1.591, 0.927]], "forces_ev_per_a": [[0.7, 2.3, -3.0], [0.2, -3.8, 2.3], [-1.3, 1.5, 2.5], [-2.1, 3.6, 2.7], [-2.0, 0.4, 2.1], [0.8, -0.4, -2.6], [0.7, -1.6, -2.6], [1.1, -0.6, -0.6], [1.4, 0.1, 1.2], [0.5, -1.5, -2.0], [3.9, -0.9, 4.4], [-3.9, -0.9, -3.0], [0.1, 1.8, -1.4]], "mulliken_charge": [0.236, -0.684, 0.144, -0.187, -0.994, 0.241, 0.263, 0.287, 0.351, 0.382, -0.654, 0.278, 0.335]}

***

No. 5
{"formula": "C39H43BeClP2Si2", "method": "ωB97M-V/def2-TZVPD", "de_lowest_ev": 4.9964, "lumo_energy_ev": [0.253, 0.257], "mol_weight_g_mol": 674.36, "gap_ev": [4.3166, 4.3266], "spin_multiplicity": 1, "e_homo_ev": [-4.06, -4.07], "species": ["C", "C", "C", "H", "C", "C", "H", "H", "H", "H", "Be", "Si", "C", "C", "H", "C", "H", "C", "H", "C", "H", "C", "H", "C", "C", "H", "C", "H", "C", "H", "C", "H", "C", "H", "H", "Si", "C", "C", "H", "C", "H", "C", "H", "C", "H", "C", "H", "C", "C", "H", "C", "H", "C", "H", "C", "H", "C", "H", "H", "Cl", "C", "P", "C", "C", "C", "C", "C", "C", "C", "P", "C", "C", "H", "H", "H", "H", "H", "H", "H", "H", "H", "H", "H", "H", "H", "H", "H", "H"], "xyz": [[-1.698, -0.896, 0.861], [-2.167, -0.417, -0.384], [-2.259, -1.521, -1.271], [-2.455, 0.608, -0.575], [-1.793, -2.685, -0.581], [-1.464, -2.283, 0.746], [-1.136, -2.884, 1.588], [-1.588, -0.309, 1.770], [-2.541, -1.428, -2.322], [-1.692, -3.693, -0.985], [-0.513, -1.337, -0.634], [1.954, 0.985, -3.889], [0.801, 2.473, -4.089], [1.354, 3.679, -4.557], [2.429, 3.718, -4.759], [0.490, 4.737, -4.858], [0.881, 5.653, -5.302], [-0.888, 4.606, -4.641], [-1.548, 5.450, -4.882], [-1.409, 3.441, -4.076], [-2.482, 3.357, -3.911], [-0.564, 2.368, -3.786], [-0.973, 1.439, -3.374], [0.844, -0.785, -4.136], [-0.534, -0.821, -4.502], [-1.051, 0.082, -4.819], [-1.241, -2.028, -4.556], [-2.230, -2.066, -5.026], [-0.655, -3.178, -4.035], [-1.176, -4.138, -4.104], [0.609, -3.135, -3.423], [1.026, -4.043, -2.959], [1.336, -1.948, -3.427], [2.318, -1.909, -2.947], [1.188, 0.938, -2.331], [1.374, 0.121, -6.013], [1.458, -1.365, -7.059], [0.887, -1.375, -8.348], [0.684, -0.432, -8.854], [0.481, -2.585, -8.935], [-0.089, -2.571, -9.871], [0.740, -3.818, -8.318], [0.352, -4.762, -8.749], [1.518, -3.800, -7.148], [1.761, -4.755, -6.671], [1.928, -2.595, -6.560], [2.541, -2.637, -5.662], [0.610, 1.492, -7.122], [-0.786, 1.459, -7.313], [-1.382, 0.585, -7.017], [-1.426, 2.585, -7.867], [-2.517, 2.604, -7.879], [-0.698, 3.654, -8.392], [-1.210, 4.505, -8.847], [0.696, 3.573, -8.365], [1.277, 4.378, -8.812], [1.366, 2.492, -7.770], [2.458, 2.428, -7.733], [2.757, 0.628, -5.172], [3.812, 1.575, -3.027], [3.518, -0.684, -0.477], [1.820, -1.178, 0.006], [2.063, -2.857, 0.639], [1.662, -0.096, 1.505], [1.884, -0.552, 2.813], [1.644, 0.300, 3.889], [1.207, 1.606, 3.665], [1.035, 2.084, 2.360], [1.286, 1.242, 1.254], [1.122, 1.773, -0.571], [-0.426, 2.721, -0.358], [2.297, 3.176, -0.571], [3.562, -0.758, -1.571], [4.266, -1.354, -0.020], [3.722, 0.347, -0.145], [3.127, -2.995, 0.851], [1.450, -3.055, 1.530], [1.754, -3.550, -0.158], [2.236, -1.582, 2.972], [1.771, -0.066, 4.904], [0.979, 2.254, 4.512], [0.704, 3.122, 2.222], [-0.211, 3.601, 0.267], [-0.795, 3.046, -1.339], [-1.186, 2.108, 0.143], [2.016, 3.872, 0.226], [3.315, 2.813, -0.393], [2.261, 3.684, -1.541]], "forces_ev_per_a": [[-0.1, 0.1, 0.3], [-0.2, 0.0, 0.2], [0.1, 0.0, -0.6], [0.2, -0.2, -0.2], [-0.2, -0.2, -0.1], [-0.2, 0.1, 0.3], [0.1, -0.1, -0.5], [0.3, -0.1, -0.3], [0.2, -0.3, 0.5], [0.0, 0.5, 0.0], [1.5, 0.5, 0.2], [-3.7, -1.5, 4.9], [1.0, 0.0, -0.9], [-1.0, -0.2, -0.2], [-0.4, 0.2, 0.0], [0.0, 0.0, 0.1], [-0.1, -0.2, 0.2], [0.3, 0.4, 0.1], [0.3, -0.4, 0.1], [0.2, -0.1, -0.1], [0.2, 0.0, 0.1], [0.0, 0.4, -0.4], [0.3, 0.4, -0.1], [1.0, 2.0, 0.3], [-1.3, -1.2, 0.3], [0.2, -0.1, -0.3], [0.3, 1.5, 0.0], [0.3, 0.1, 0.3], [0.5, -1.6, 0.4], [0.1, 0.3, 0.0], [-0.4, 0.0, -0.5], [-0.2, 0.4, -0.2], [0.1, 0.0, -0.2], [-0.3, 0.0, -0.1], [1.3, -0.2, -2.1], [-1.2, 0.4, -1.7], [1.5, -1.0, -1.5], [-0.6, -0.5, 0.3], [-0.1, -0.2, 0.2], [-0.1, -0.2, -0.1], [0.3, 0.1, 0.3], [0.1, 0.6, 0.2], [0.4, 0.7, 0.4], [0.0, -0.2, -0.1], [0.1, 0.4, -0.1], [-0.7, -0.6, -0.2], [-0.3, 0.0, -0.1], [0.5, -1.0, -1.0], [0.0, 1.1, 0.0], [0.2, 0.5, 0.1], [0.0, -0.6, 0.1], [0.2, 0.0, -0.2], [0.2, -0.5, 0.2], [0.2, -0.3, 0.2], [0.5, -0.1, -0.1], [0.0, -0.2, 0.0], [-0.9, 0.3, 0.6], [-0.4, 0.3, -0.1], [0.7, -0.1, -1.1], [0.6, 0.4, -0.1], [0.0, 0.0, -0.9], [-1.4, 1.1, 0.9], [0.2, -0.5, 0.1], [-0.1, 0.1, 0.1], [-0.2, 0.0, -0.3], [0.0, -0.1, -0.1], [-0.2, 0.1, -0.2], [0.3, -0.6, 0.1], [-0.1, 0.7, 0.8], [0.0, -1.1, 2.5], [-0.3, 0.4, -0.1], [0.1, 0.1, 0.0], [0.4, 0.2, 0.3], [-0.4, 0.2, -0.1], [-0.2, -0.5, -0.3], [-0.3, -0.3, 0.2], [0.2, 0.0, -0.3], [0.2, 0.1, 0.3], [-0.2, 0.5, 0.1], [0.0, 0.1, -0.1], [0.1, -0.2, -0.2], [0.2, -0.4, 0.0], [-0.3, -0.1, -0.2], [0.0, 0.0, 0.3], [0.2, 0.2, -0.2], [0.1, 0.0, -0.1], [-0.2, 0.1, -0.1], [0.0, -0.1, 0.2]], "mulliken_charge": [-0.219, -0.580, 0.474, 0.691, -0.622, -0.375, 0.575, 0.477, 0.674, 0.534, -1.284, -0.443, 0.989, -0.643, 0.414, -0.636, 0.392, -0.661, 0.359, -1.111, 0.411, -0.206, 0.743, 2.080, -0.271, 0.032, -1.054, 0.390, -0.804, 0.303, -0.571, 0.264, -1.106, 0.635, -0.152, 0.169, 0.535, -0.769, 0.395, -0.378, 0.381, -0.670, 0.348, -0.246, 0.368, -0.639, 0.434, 0.678, 0.109, 0.373, -0.745, 0.359, -0.599, 0.392, -0.524, 0.377, -0.651, 0.388, -0.262, -0.470, -0.918, 1.938, -1.589, -0.035, -0.918, -0.689, -0.818, -0.587, 0.087, 1.511, -1.315, -1.471, 0.128, 0.498, 0.324, 0.490, 0.413, 0.291, 0.335, 0.394, 0.400, 0.282, 0.563, 0.252, 0.257, 0.501, 0.269, 0.357]}

***

No. 6
{"formula": "C4H11N3O2", "method": "ωB97M-V/def2-TZVPD", "de_lowest_ev": 1.4583, "lumo_energy_ev": 0.817, "mol_weight_g_mol": 133.15, "smiles": "[H]/N=C(\\N)NC.CC(=O)O", "gap_ev": 9.6447, "spin_multiplicity": 1, "e_homo_ev": -8.83, "species": ["H", "N", "C", "N", "N", "C", "H", "H", "H", "H", "H", "H", "C", "C", "O", "O", "H", "H", "H", "H"], "xyz": [[2.376, -0.615, -1.880], [1.435, -0.891, -1.582], [1.498, -1.359, -0.390], [2.669, -1.660, 0.332], [0.359, -1.711, 0.323], [0.347, -1.160, 1.725], [2.624, -2.385, 1.015], [3.542, -1.194, 0.187], [-0.502, -1.242, -0.074], [0.864, -0.240, 1.997], [0.553, -2.046, 2.382], [-0.741, -1.056, 1.894], [-2.428, 2.775, 0.115], [-1.619, 1.505, -0.165], [-1.713, 0.388, 0.247], [-0.608, 1.880, -0.978], [-2.210, 3.764, -0.328], [-2.371, 2.931, 1.189], [-3.477, 2.580, -0.332], [-0.192, 1.233, -1.571]], "forces_ev_per_a": [[-0.3, -0.5, -0.2], [0.3, 1.0, 0.5], [0.7, -0.5, 0.1], [-0.8, 0.4, -0.6], [-1.1, 2.2, 0.3], [-1.8, -2.8, 0.5], [0.0, 0.0, 0.3], [0.0, 0.0, -0.3], [1.6, -1.0, -0.2], [0.2, -0.2, -0.5], [0.6, 1.2, -0.1], [0.6, 0.5, 0.2], [-2.1, -0.5, -0.3], [1.7, 1.6, -1.4], [-1.2, 0.0, 0.4], [0.1, 0.8, -0.9], [1.0, -1.0, -0.2], [-0.8, -0.2, 0.2], [1.3, 0.1, 1.5], [0.0, -0.8, 0.7]], "mulliken_charge": [0.196, -0.682, 0.530, -0.379, -0.427, -0.971, 0.205, 0.168, 0.456, 0.244, 0.392, 0.368, -0.930, 0.705, -0.571, -0.470, 0.302, 0.251, 0.266, 0.346]}